19
Properties=species:S:1:pos:R:3:nbo_charge:R:1 method="wB97M-V/def2-TZVPD" e_above_lowest_ev=1.928 charge=+1 e_homo_ev=-14.4150 e_lumo_ev=-3.13 homo_lumo_gap_ev=11.28
N -1.05375 0.49299 -0.52988 -0.7317
C -0.31090 -0.24639 0.54324 -0.1638
C 0.15501 0.66057 1.70576 -0.0904
O -0.88378 1.60899 1.84362 -0.7361
C 1.06373 -0.97334 -0.06028 0.7004
N 1.90041 -1.50999 0.87862 -0.8023
O 1.00502 -1.14565 -1.23011 -0.5942
H -1.97515 -0.05585 -0.75775 0.4863
H -0.95752 1.46213 -0.25079 0.4691
H -0.46356 0.36668 -1.44521 0.4905
H -0.87682 -1.00732 0.97280 0.2335
H 0.19913 -0.07849 2.54182 0.1791
H 1.10777 1.19866 1.66619 0.1995
H -0.65981 2.29660 2.48392 0.5041
H 2.68347 -1.97889 0.58300 0.4239
H 1.71578 -1.25500 1.87784 0.4148
H -1.39071 0.26873 -4.20272 0.5136
H -0.22540 -0.27889 -3.36154 0.4881
O -1.03292 0.17446 -3.25852 -0.9843

---

18
Properties=species:S:1:pos:R:3:nbo_charge:R:1 method="wB97M-V/def2-TZVPD" e_above_lowest_ev=0.744 charge=-2 s2=0.751 spin_multiplicity=2 e_homo_ev="3.8498 / -0.4047" e_lumo_ev="5.91 / 5.86" homo_lumo_gap_ev="2.06 / 6.26"
C -0.32823 0.63078 -0.31192 -0.2157
C -1.42324 -0.05781 -1.22949 -0.5132
S -1.46218 0.49928 -3.05062 -0.7848
N -0.26385 -0.03442 0.97811 -0.6968
C 0.99869 0.25797 1.80503 -0.6556
N 0.63610 1.03347 3.03669 -0.9473
H -0.64809 1.80536 -0.05661 0.1397
H 0.67477 0.68646 -0.89825 0.1762
H -1.22480 -1.11975 -1.22752 0.1631
H -2.47393 0.09653 -0.93057 0.1881
H -0.43153 -0.99616 0.83115 0.3337
H 1.63152 -0.69331 2.07071 0.0606
H 1.94513 0.89146 1.48368 0.1682
H 0.31407 0.45401 3.79208 0.3151
H 0.02745 1.79034 2.82331 0.3417
H 0.87534 -2.20600 -2.42661 0.4474
H 0.22085 -1.20263 -3.44360 0.5092
O 0.93191 -1.83559 -3.24555 -1.0296

---

18
Properties=species:S:1:pos:R:3:nbo_charge:R:1 method="wB97M-V/def2-TZVPD" e_above_lowest_ev=2.306 charge=+1 e_homo_ev=-12.9365 e_lumo_ev=-3.35 homo_lumo_gap_ev=9.59
C -1.74112 -1.22498 0.98563 -0.5856
C -1.07479 -0.57733 -0.26065 -0.6301
C 0.34353 -0.47646 -0.26817 0.6626
N 1.47587 -0.48585 -0.16917 -0.4540
N -2.78991 1.84231 -0.52617 -1.0655
O 4.01088 0.02686 -0.36184 -0.8761
S 5.57942 -0.01251 0.30425 0.3572
H -1.09141 -2.04266 1.45445 0.2310
H -1.66561 -0.45318 1.78535 0.2247
H -2.69133 -1.61252 0.87502 0.2446
H -1.51722 0.46385 -0.41255 0.3607
H -1.31379 -1.06743 -1.22018 0.2868
H 2.55147 -0.23719 0.02948 0.4995
H 5.45681 -1.27091 -0.00652 0.1131
H -3.35102 1.63321 0.34231 0.3754
H -2.60807 2.81258 -0.58111 0.3787
H -3.48448 1.77559 -1.22030 0.3724
H 3.91078 0.90661 -0.74981 0.5046

---

17
Properties=species:S:1:pos:R:3:nbo_charge:R:1 method="wB97M-V/def2-TZVPD" e_above_lowest_ev=0.642 charge=+1 e_homo_ev=-12.2690 e_lumo_ev=-4.04 homo_lumo_gap_ev=8.23
C 1.90433 -2.25092 0.56748 -0.7353
S 1.45878 -0.50714 0.67682 0.1701
C 0.06486 -0.59615 1.81817 -0.7602
H 2.08914 -2.64628 1.56319 0.2372
H 1.19319 -2.79705 -0.02106 0.2237
H 2.89854 -2.26748 0.11922 0.2456
H -0.14664 0.39561 2.22142 0.2365
H 0.24579 -1.23258 2.68162 0.2439
H -0.83243 -0.96826 1.32479 0.2033
N -2.20751 1.70202 -1.02185 -0.7204
C -1.03601 2.01775 -1.51935 0.4121
N -0.03689 1.16486 -1.53145 -0.7210
H -2.55282 0.76284 -1.15174 0.4340
H -2.90678 2.42446 -0.92645 0.4348
H -0.83872 3.00376 -1.87477 0.2191
H 0.73013 1.33119 -2.15880 0.4402
H -0.02694 0.46336 -0.76724 0.4363

---

17
Properties=species:S:1:pos:R:3:nbo_charge:R:1 method="wB97M-V/def2-TZVPD" e_above_lowest_ev=1.681 charge=+1 e_homo_ev=-12.2962 e_lumo_ev=-3.84 homo_lumo_gap_ev=8.46
C 1.25039 -0.38426 -2.51958 -0.7380
S 0.65036 -0.16806 -0.84091 0.1088
C 1.41027 1.37043 -0.21676 -0.7606
H 2.31360 -0.55937 -2.47938 0.2313
H 0.92872 -1.40227 -2.86789 0.2565
H 1.03942 0.51887 -3.07618 0.2382
H 0.70950 2.18491 0.12578 0.2151
H 2.20463 1.70589 -0.76219 0.2462
H 2.00841 1.12115 0.73799 0.2366
N -1.59151 -1.52231 0.70090 -0.6901
C -1.58420 -0.78767 1.77449 0.4169
N -1.26696 0.47070 2.02542 -0.7529
H -1.54929 -1.03303 -0.24895 0.4627
H -1.94607 -2.44687 0.91682 0.4407
H -2.05476 -1.31850 2.62128 0.2119
H -1.78559 1.13932 2.63463 0.4509
H -0.73692 1.11108 1.47454 0.4258

---

17
Properties=species:S:1:pos:R:3:nbo_charge:R:1 method="wB97M-V/def2-TZVPD" e_above_lowest_ev=2.246 charge=+1 s2=2.005 spin_multiplicity=3 e_homo_ev="-8.7703 / -14.4919" e_lumo_ev="-3.10 / -7.40" homo_lumo_gap_ev="5.67 / 7.09"
C 0.67606 0.03238 1.46866 -0.3979
C 1.25459 0.76187 -1.00834 -0.4114
C -0.96111 -0.05040 -0.57739 -0.1146
N -0.62606 -1.36351 -0.92894 -0.8147
N 0.26537 0.57737 0.08667 -0.3786
S -2.49588 0.15475 0.47996 0.3408
H 0.84413 -1.00496 1.46706 0.2281
H 1.56921 0.43387 1.64250 0.2199
H -0.12005 0.41908 2.27964 0.2471
H 1.73963 -0.07577 -1.33236 0.2466
H 0.81736 1.39628 -1.71903 0.2350
H 2.00953 1.35415 -0.74319 0.2300
H -1.01459 0.42666 -1.58935 0.2437
H -1.50135 -1.82058 -1.27530 0.4046
H -0.23441 -1.97764 -0.24481 0.3862
H -0.12442 1.50592 0.45115 0.4354
H -2.09801 -0.76946 1.54308 -0.1002

---

18
Properties=species:S:1:pos:R:3:nbo_charge:R:1 method="wB97M-V/def2-TZVPD" e_above_lowest_ev=0.568 charge=+1 e_homo_ev=-12.6692 e_lumo_ev=-3.52 homo_lumo_gap_ev=9.15
C -1.96993 -0.16981 0.32785 -0.4287
N -0.53640 2.94596 -0.76391 -0.7159
C -1.43089 1.99897 -0.48087 0.3981
N -1.05913 0.95384 0.21231 -0.5181
H -1.64282 -1.03955 -0.31377 0.2264
H -2.98182 0.16316 -0.01390 0.2235
H -2.04898 -0.52128 1.38870 0.2415
H 0.43604 2.73487 -0.53017 0.4232
H -0.79239 3.81495 -1.18154 0.4386
H -2.47177 2.14159 -0.79209 0.2365
H -0.06270 0.73041 0.34540 0.4339
C 1.51076 -2.56659 -0.20277 -0.7492
S 1.63676 -0.79834 0.13317 0.0086
S 3.59201 -0.69022 0.70521 -0.0805
H 2.38077 -2.96542 -0.81680 0.2588
H 0.58767 -2.70491 -0.80958 0.2274
H 1.35920 -3.08203 0.75739 0.2345
H 3.49363 -0.94561 2.03536 0.1414

---

17
Properties=species:S:1:pos:R:3:nbo_charge:R:1 method="wB97M-V/def2-TZVPD" e_above_lowest_ev=1.039 charge=-1 s2=0.751 spin_multiplicity=2 e_homo_ev="1.5078 / -4.4047" e_lumo_ev="4.04 / 3.84" homo_lumo_gap_ev="2.53 / 8.24"
C 0.30249 0.61288 1.33757 -0.2215
N 0.92223 -0.19864 0.32030 -0.6940
C 1.11702 -0.08745 -1.13383 -0.4969
N 0.76264 -1.34037 -1.75868 -1.0659
C -1.25151 0.57716 1.31932 -0.2540
N -1.73832 0.48966 -0.04272 -0.8550
H 0.69464 1.62538 1.13593 0.1743
H 0.64845 0.42874 2.35372 0.1778
H 0.86509 -1.15168 0.64537 0.3505
H 2.12050 0.32088 -1.30897 0.1315
H 0.48772 0.74202 -1.45760 0.1602
H 1.56133 -1.98498 -1.71186 0.2913
H 0.68389 -1.09145 -2.75598 0.2859
H -1.54464 -0.30619 1.90543 0.1407
H -1.66174 1.49304 1.76213 0.1705
H -2.69622 0.14986 -0.08288 0.3339
H -1.27356 -0.27885 -0.52725 0.3705

---

17
Properties=species:S:1:pos:R:3:nbo_charge:R:1 method="wB97M-V/def2-TZVPD" e_above_lowest_ev=1.226 e_homo_ev=-8.1456 smiles="C=CN.NCN" e_lumo_ev=0.94 homo_lumo_gap_ev=9.08
C 3.03495 0.41853 0.90166 -0.5274
C 2.31563 0.46047 -0.21611 0.0192
N 1.31964 1.38373 -0.50415 -0.8186
H 2.87884 1.16234 1.67542 0.1844
H 3.88073 -0.24508 0.99717 0.2037
H 2.51097 -0.21539 -1.04319 0.1815
H 1.12441 2.01499 0.25989 0.3608
H 0.44978 0.96921 -0.80917 0.3895
N -1.36652 0.08825 0.59356 -0.8684
C -1.83998 -1.16070 -0.02377 -0.0512
N -2.46805 -1.01556 -1.29614 -0.8276
H -2.11983 0.76731 0.64668 0.3495
H -1.08846 -0.05957 1.56175 0.3617
H -1.02184 -1.87510 -0.09600 0.1815
H -2.54100 -1.65813 0.66551 0.1517
H -3.25038 -0.36860 -1.31949 0.3540
H -1.81888 -0.66670 -1.99363 0.3555

---

17
Properties=species:S:1:pos:R:3:nbo_charge:R:1 method="wB97M-V/def2-TZVPD" e_above_lowest_ev=1.086 e_homo_ev=-8.8939 smiles="[H]/N=C/N.CCN" e_lumo_ev=0.80 homo_lumo_gap_ev=9.69
H -3.80311 1.18444 1.73039 0.3425
N -3.95103 1.58676 0.80925 -0.7579
C -3.31464 0.88377 -0.05073 0.2900
N -2.82140 1.43461 -1.18608 -0.8096
H -3.13025 -0.18140 0.11694 0.1417
H -2.19349 0.91556 -1.77091 0.3928
H -2.77377 2.43909 -1.19232 0.4001
C 3.84945 -0.19753 0.34060 -0.6217
C 3.38808 -1.62642 0.19475 -0.2148
N 1.95572 -1.69524 -0.09382 -0.8387
H 4.86943 -0.13278 0.72389 0.2110
H 3.16931 0.48642 0.83650 0.2098
H 3.98396 0.24526 -0.65402 0.2073
H 3.62501 -2.19199 1.10110 0.1548
H 3.93628 -2.15699 -0.58414 0.1875
H 1.67710 -2.64732 -0.29092 0.3553
H 1.40971 -1.37243 0.69485 0.3497

---

18
Properties=species:S:1:pos:R:3:nbo_charge:R:1 method="wB97M-V/def2-TZVPD" e_above_lowest_ev=2.603 e_homo_ev=-6.8555 e_lumo_ev=0.50 homo_lumo_gap_ev=7.35
C -0.69906 0.23104 -2.31028 -0.4166
N -0.19227 -0.99920 -1.71781 -0.5411
C -0.06735 -1.13478 -0.42161 0.3482
N 0.34799 -2.19869 0.21138 -0.7408
H -1.73568 0.10866 -2.61599 0.1991
H -0.08419 0.49943 -3.16488 0.2034
H -0.63080 1.00914 -1.55440 0.2547
H 0.01617 -1.76777 -2.32876 0.3875
H -0.25230 -0.32400 0.31893 0.3163
H 0.77124 -3.00630 -0.21814 0.3878
H 0.50074 -1.98123 1.20151 0.4827
N 0.36743 1.76768 0.95012 -0.9114
C 0.08739 0.99811 2.21686 0.1414
O 0.17186 -0.32553 2.01078 -0.9763
H 1.36468 1.69704 0.78402 0.3400
H 0.17289 2.75294 1.11035 0.3449
H 0.78595 1.34778 3.00332 0.0874
H -0.92469 1.32569 2.52460 0.0926

---

18
Properties=species:S:1:pos:R:3:nbo_charge:R:1 method="wB97M-V/def2-TZVPD" e_above_lowest_ev=3.068 e_homo_ev=-9.1109 smiles="CC=O.CNNN" e_lumo_ev=1.03 homo_lumo_gap_ev=10.14
C 3.40260 -0.48887 -0.27045 -0.7224
C 2.18447 0.15490 0.31011 0.4438
O 1.98585 1.33796 0.36028 -0.5381
H 4.09802 0.25800 -0.64328 0.2295
H 3.88352 -1.09641 0.49394 0.2335
H 3.10295 -1.15300 -1.07886 0.2321
H 1.44272 -0.56182 0.70700 0.1220
C -2.74196 -0.06847 -0.96429 -0.4339
N -1.35335 -0.22367 -0.57147 -0.4859
N -1.12555 -0.28573 0.83491 -0.3316
N -0.95926 0.97845 1.43080 -0.6707
H -2.79550 -0.04647 -2.05034 0.2081
H -3.11608 0.88259 -0.58216 0.1896
H -3.39058 -0.87527 -0.58870 0.1621
H -0.95984 -1.06690 -0.98024 0.3460
H -1.91016 -0.74250 1.31427 0.3206
H -0.06332 1.35530 1.12988 0.3758
H -1.68455 1.64191 1.14859 0.3196